ORCA calculation (ωB97M-V/def2-TZVPD) on a structure of composition C25H32F5N4O4RuS2.

XYZ file:
```
73
Properties=species:S:1:pos:R:3:forces:R:3:mulliken_charge:R:1
Ru -0.38260 -1.21299 0.08926 0.455 -0.447 -0.106 0.74
F 3.80967 0.95146 5.10076 0.004 0.018 0.000 -0.36
C 3.37107 0.23076 4.06809 0.004 -0.018 -0.018 0.58
C 2.06974 -0.23487 4.04341 0.024 0.020 -0.012 0.26
F 1.24675 0.03011 5.06132 0.001 0.000 0.000 -0.41
C 1.63316 -0.98006 2.96420 -0.198 -0.116 0.051 -0.17
F 0.36501 -1.42166 2.99921 0.098 0.062 -0.072 -0.54
C 2.43863 -1.28231 1.87323 0.065 0.115 -0.069 0.88
S 1.87291 -2.16440 0.46531 -0.257 0.046 0.163 -0.58
C 3.74829 -0.81141 1.94299 0.022 -0.016 0.044 -0.20
F 4.59649 -1.04131 0.93711 -0.001 -0.005 -0.016 -0.45
C 4.21495 -0.06749 3.01187 -0.038 -0.013 0.027 0.69
F 5.47238 0.37919 3.02507 0.019 0.014 -0.004 -0.33
C -3.98167 -3.21278 -1.02503 0.000 -0.053 -0.061 -1.07
S -3.14952 -2.11799 0.07730 0.106 0.212 0.095 1.16
O -4.08052 -1.77819 1.11479 -0.063 -0.069 -0.061 -0.58
O -2.65618 -0.96167 -0.71656 -0.133 0.018 0.034 -0.62
O -1.92733 -2.83353 0.54155 -0.084 0.054 0.041 -0.81
H -4.85861 -2.69674 -1.40886 0.005 0.002 -0.001 0.36
H -4.27988 -4.08560 -0.44898 -0.011 0.007 0.002 0.39
H -3.31541 -3.50307 -1.83293 -0.004 -0.011 0.002 0.30
C -2.38093 -0.23936 3.35191 0.014 -0.020 0.000 -1.15
C -2.42805 1.25192 3.01355 0.013 0.026 0.021 0.36
C -3.31612 1.53569 1.79907 -0.017 0.013 -0.006 -1.33
C -1.06038 1.88095 2.89447 0.019 0.025 0.041 0.05
C -0.57257 2.65444 3.92239 0.009 0.003 -0.032 -0.77
C 0.64337 3.32917 3.81306 -0.007 0.002 -0.002 -1.08
C 1.36236 3.31466 2.61135 -0.004 -0.008 -0.018 -0.77
C 0.94291 2.56803 1.54017 -0.016 0.044 0.003 0.37
C 1.63152 2.70085 0.20223 -0.001 0.010 0.026 0.21
C 0.63834 3.15462 -0.87230 -0.022 0.002 -0.016 -1.61
C 2.41369 1.46207 -0.22976 0.032 -0.026 -0.020 -0.55
C -0.22061 1.71406 1.71998 -0.025 -0.093 0.121 1.17
O -0.47940 0.80730 0.88027 0.021 -0.010 -0.148 0.41
H -3.38795 -0.59101 3.57562 0.010 -0.006 -0.012 0.50
H -1.73719 -0.43166 4.21118 -0.013 0.015 -0.003 0.25
H -2.02303 -0.83521 2.51446 0.019 0.024 0.032 -0.01
H -2.88379 1.75633 3.87169 -0.013 -0.021 0.003 0.53
H -2.95991 1.02781 0.90584 0.018 -0.022 -0.013 -0.02
H -3.37298 2.60770 1.59620 0.007 -0.001 0.005 0.34
H -4.32439 1.17056 1.99635 0.005 -0.002 0.001 0.43
H -1.15666 2.74993 4.82945 0.010 -0.001 0.007 0.46
H 1.00565 3.91836 4.64538 0.007 -0.006 0.001 0.39
H 2.25127 3.92640 2.51412 0.005 -0.003 0.009 0.47
H 2.35782 3.50847 0.33373 0.012 -0.007 -0.010 0.64
H -0.14271 2.41087 -1.02954 0.009 0.000 0.006 0.13
H 1.15814 3.31465 -1.81888 -0.004 -0.008 -0.002 0.46
H 0.15587 4.09195 -0.59097 0.008 0.002 0.003 0.40
H 1.76330 0.60686 -0.41341 -0.005 0.023 0.019 -0.56
H 3.13476 1.16284 0.53129 -0.024 0.077 -0.050 0.17
H 2.96547 1.67561 -1.14818 -0.007 0.007 -0.002 0.61
C -0.23983 -0.00414 -2.82911 -0.028 0.011 0.004 -0.80
N -0.12696 0.03197 -4.27882 0.019 -0.036 0.017 0.12
C 1.23393 -0.37240 -4.64268 0.005 0.010 -0.014 -0.69
N 1.55401 -1.71718 -4.16006 -0.022 0.017 0.013 0.15
C 1.42206 -1.73528 -2.71176 -0.002 0.010 0.038 -1.22
N 0.04856 -1.35696 -2.27710 -0.097 0.149 -0.061 1.75
C -0.90218 -2.30680 -2.91647 0.026 -0.038 0.040 -0.96
N -0.78974 -2.30408 -4.36636 0.022 0.014 0.019 0.08
C -1.06261 -0.94500 -4.84290 -0.013 0.006 -0.012 -0.73
C 0.58467 -2.65369 -4.73088 0.004 -0.010 -0.012 -0.69
H -1.25043 0.27659 -2.52629 0.000 -0.006 -0.005 0.22
H 0.47513 0.69591 -2.39403 -0.006 0.002 -0.012 -0.01
H 1.94287 0.33824 -4.21317 0.002 -0.001 0.001 0.33
H 1.33153 -0.35260 -5.72932 0.001 0.001 0.001 0.34
H 2.13026 -1.03962 -2.26256 0.010 0.000 -0.001 0.11
H 1.63902 -2.73570 -2.33553 0.008 0.004 -0.002 0.40
H -1.90646 -2.00628 -2.62905 0.001 0.013 -0.012 0.23
H -0.69184 -3.30612 -2.52827 -0.010 -0.004 -0.009 0.23
H -2.07971 -0.66641 -4.56159 0.001 -0.001 0.002 0.36
H -0.98029 -0.92731 -5.93078 0.002 0.001 0.001 0.36
H 0.67769 -2.64387 -5.81807 0.001 0.001 0.002 0.34
H 0.80513 -3.65963 -4.36900 -0.001 0.001 0.001 0.35
```
Positions in Å, forces in eV/Å.

Output
frontier orbital gap (alpha / beta) = 0.303 / 0.208 hartree
HOMO level (alpha / beta) = -7.77 / -8.24 eV
spin multiplicity = 6

---

ORCA calculation (ωB97M-V/def2-TZVPD) on a structure of composition C12H10CsI2N3O.

XYZ file:
```
29
Properties=species:S:1:pos:R:3:forces:R:3:mulliken_charge:R:1
Cs 1.88041 1.05427 -0.85979 0.121 0.061 -0.160 0.97
O -1.53164 -1.62167 1.51816 0.005 0.004 -0.027 -0.82
C -0.53557 -0.97527 1.13678 -0.007 -0.039 0.054 0.06
N -0.29695 -0.51470 -0.08789 -0.469 -0.278 0.219 -0.34
C -1.41885 -0.88868 -0.92803 0.029 0.024 -0.025 -0.40
C -1.39548 -0.39313 -2.34779 0.111 0.061 0.007 0.30
C -2.46436 -0.73818 -3.18558 -0.011 -0.022 0.036 -0.75
C -2.48787 -0.29588 -4.48714 -0.019 0.012 -0.057 -0.25
C -1.43689 0.49153 -4.94996 -0.007 -0.021 -0.003 -0.63
C -0.42250 0.78187 -4.06582 -0.002 0.001 0.049 -0.19
N -0.39089 0.35965 -2.79433 0.084 0.038 -0.016 -0.18
C 0.49882 -0.69170 2.21985 0.099 0.071 -0.032 0.36
C 0.23040 -1.13425 3.51466 -0.017 -0.003 -0.027 -0.51
C 1.14547 -0.88454 4.51724 0.025 0.000 0.033 -0.27
C 2.31436 -0.19868 4.21206 -0.034 -0.018 0.045 -0.65
C 2.49998 0.20514 2.90458 -0.047 -0.034 -0.040 -0.25
N 1.62164 -0.03251 1.92829 0.092 0.102 -0.054 -0.21
H -2.36777 -0.55245 -0.48548 -0.007 0.003 -0.010 0.30
H -1.53853 -1.98143 -0.96603 0.006 -0.004 -0.011 0.27
H -3.26493 -1.35154 -2.79141 0.010 0.002 0.008 0.39
H -3.31055 -0.55516 -5.14167 0.000 -0.001 0.006 0.41
H -1.40856 0.86394 -5.96434 0.002 0.000 -0.001 0.35
H 0.41838 1.39073 -4.38568 0.002 0.003 -0.002 0.35
H -0.69664 -1.66085 3.68575 0.000 -0.001 -0.019 0.43
H 0.95440 -1.21861 5.52960 0.002 -0.001 -0.005 0.41
H 3.05722 0.01709 4.96776 0.012 0.012 -0.015 0.36
H 3.39709 0.74817 2.62027 0.010 0.000 0.015 0.46
I 3.04454 4.18564 1.31517 -0.038 -0.027 -0.079 0.09
I 3.90526 5.59122 3.37075 0.048 0.054 0.109 -0.09
```
Positions in Å, forces in eV/Å.

Output
frontier orbital gap = 0.194 hartree
energy above the lowest of the compared OMol25 structures with the same formula, charge and spin = 0.4 kcal/mol
HOMO level = -7.40 eV